(1)
48
Properties=species:S:1:pos:R:3:forces:R:3 method="wB97M-V/def2-TZVPD" smiles="CCOC(=O)C(=O)Nc1ccc(S(=O)(=O)NC(=O)C(=O)NCC(C)C)cc1" orbital_gap_ev=9.06 homo_ev=-9.447 largest_force_ev_per_a=3.59 e_tot_ha=-1711.4406
C -6.61373 -5.70536 2.10988 1.1944 -0.4617 -1.0196
C -6.94029 -4.37202 1.47160 -0.6591 -0.7767 0.9436
O -5.75744 -3.90136 0.84007 0.9313 2.9235 -0.3081
C -5.72047 -2.54018 0.58395 -2.5362 -0.2840 -0.4339
O -6.69098 -1.80357 0.53541 0.6379 -1.1822 0.4641
C -4.39026 -1.91575 0.29082 2.8761 0.2573 -0.2336
O -3.36752 -2.48218 0.62444 -0.4669 0.2106 -0.3215
N -4.37904 -0.65633 -0.33272 -0.9739 -0.7972 0.6189
C -3.27750 0.14343 -0.68463 -0.1877 0.9529 0.0127
C -3.48771 1.54847 -0.74285 0.9065 -0.0911 -0.3143
C -2.47342 2.42280 -1.15307 -0.8074 -0.2798 -0.3904
C -1.26327 1.90198 -1.55670 1.1472 -0.0374 -0.1723
S 0.06341 2.97387 -2.22262 -0.0024 1.5442 -3.2399
O -0.46660 4.32169 -2.52457 0.5790 -2.3477 1.5354
O 0.78243 2.39064 -3.38385 -1.3679 0.1951 3.1990
N 1.11677 3.21957 -0.87997 0.4938 0.4587 -0.3329
C 2.06276 2.29870 -0.51553 -0.4394 -2.6861 -0.6400
O 1.88800 1.10828 -0.70970 0.1060 0.2543 0.0983
C 3.37313 2.73155 0.10405 2.4710 1.4665 0.7067
O 3.56739 3.89761 0.44001 -0.7486 -0.3115 -0.2133
N 4.39181 1.81694 0.20537 -2.6181 -1.1427 -0.9264
C 5.72654 2.14481 0.64348 -0.2028 0.3168 -0.5373
C 6.64780 0.95423 0.56457 0.5700 -0.3808 0.3717
C 6.83701 0.35799 -0.82625 -0.6575 0.0350 0.0337
C 6.21933 -0.09803 1.55969 -1.1363 -0.0492 -0.1846
C -1.04611 0.53951 -1.49043 -0.2007 -0.4873 -0.2321
C -2.04162 -0.35060 -1.06897 0.8548 -0.1485 0.2595
H -5.98050 -5.56451 2.98518 -0.0210 -0.0626 -0.0009
H -7.51498 -6.22332 2.38930 -0.3629 -0.1660 0.1600
H -6.04772 -6.33797 1.37900 -0.5169 0.3863 0.6222
H -7.25508 -3.73639 2.30309 0.0197 0.5349 -0.4837
H -7.76155 -4.49397 0.76987 0.0585 0.3042 -0.2520
H -5.25427 -0.14939 -0.34392 -0.1198 -0.3957 0.0426
H -4.43931 2.00162 -0.52627 -0.3236 -0.1844 0.2144
H -2.67256 3.47027 -1.31561 -0.0647 0.1731 0.2992
H 1.50713 4.15082 -0.88343 -0.2946 0.6242 0.0516
H 4.19478 0.88965 -0.19684 0.1356 0.7606 0.4606
H 6.08210 2.89731 -0.03885 0.3431 0.7207 -0.0717
H 5.68985 2.55032 1.65310 0.0576 0.0797 0.0309
H 7.64235 1.30266 0.86367 -0.1126 0.2100 0.1420
H 7.66120 -0.37483 -0.82583 -0.4346 0.2658 -0.0684
H 7.05802 1.16953 -1.51700 0.1116 -0.1285 -0.2816
H 5.89526 -0.13030 -1.15028 0.5954 0.0545 -0.0598
H 5.22170 -0.52861 1.27506 0.7700 0.3673 0.4536
H 6.92201 -0.89322 1.54524 0.6152 -0.9160 0.0885
H 6.19200 0.31071 2.56937 -0.2321 -0.0668 0.0380
H -0.10534 0.15704 -1.83525 0.2983 -0.2058 0.0456
H -1.79544 -1.41410 -0.98107 -0.2853 0.4937 -0.1746


(2)
17
Properties=species:S:1:pos:R:3:forces:R:3 method="wB97M-V/def2-TZVPD" smiles="C[C@H](N)CNC=O" orbital_gap_ev=10.16 homo_ev=-9.290 largest_force_ev_per_a=1.30 e_tot_ha=-343.1537 de_lowest_kj_mol=125.3
C 1.81060 0.02180 0.29682 -0.8056 -0.5256 -0.1537
C 0.71722 0.48595 -0.68280 -0.8010 0.1780 0.2909
N 0.89353 1.92579 -0.80031 0.6417 -0.1667 -0.1696
C -0.69904 0.18456 -0.09267 0.2320 0.6540 1.1010
N -1.16514 -1.18234 -0.13840 0.4591 -0.5184 -0.0329
C -1.91361 -1.73412 0.86757 0.3692 0.6815 -0.7584
O -2.23242 -1.11794 1.85273 -0.0885 -0.3299 0.5489
H 1.91689 0.71411 1.12893 -0.0377 0.3243 -0.0934
H 2.76189 -0.06290 -0.21998 0.0755 -0.1238 0.1024
H 1.49655 -0.91441 0.76229 0.3310 -0.2833 -0.2162
H 0.81799 -0.04293 -1.63099 0.2489 0.3463 -0.2409
H 0.46134 2.39861 -1.56696 -0.4722 -0.0732 -0.3805
H 0.62818 2.36900 0.06466 -0.0212 0.1925 0.1018
H -1.55754 0.80878 -0.36413 0.6014 0.4828 -0.7341
H -0.48821 0.51276 0.93483 -0.7218 -0.6587 0.2347
H -1.28667 -1.58398 -1.05912 0.2339 -0.1185 0.2074
H -2.16156 -2.78274 0.64750 -0.2448 -0.0612 0.1927


(3)
80
Properties=species:S:1:pos:R:3:forces:R:3 method="wB97M-V/def2-TZVPD" smiles="CC(C)=N[C@@H]1COS(=O)(=O)O1.O=C1OC[C@@H](F)O1.O=C1OC[C@@H](F)O1.O=C1OC[C@@H](F)O1.O=C1OC[C@@H](F)O1.O=C1OC[C@@H](F)O1.O=C1OC[C@@H](F)O1" orbital_gap_ev=8.18 homo_ev=-8.308 largest_force_ev_per_a=3.47 e_tot_ha=-3599.9912
C -3.82434 0.65348 -4.14786 0.4825 0.0287 -1.5376
C -2.82360 -0.51524 -3.96774 -0.7685 -0.9799 0.1696
C -1.40797 -0.52984 -4.63505 -1.2780 0.6987 1.1268
N -3.19558 -1.51010 -3.19144 1.0854 2.1686 0.8143
C -2.54205 -1.28468 -1.90311 1.5938 -0.6076 -1.0341
C -2.02131 -2.52322 -1.08015 -0.6518 0.3977 -1.1272
O -2.95257 -2.63196 0.02994 -0.2642 0.8260 1.1830
S -3.94435 -1.34681 0.25127 -1.5444 2.1509 -2.2113
O -5.32600 -1.77491 -0.00175 2.7919 0.3479 1.3981
O -3.66625 -0.39917 1.35630 -0.1717 -3.0007 -1.7414
O -3.48329 -0.51766 -1.11173 0.1586 -1.5165 2.2530
H -4.36414 0.90561 -3.21582 0.5247 -0.5011 -0.3706
H -4.59440 0.39193 -4.91523 0.4992 0.0326 0.5526
H -3.30670 1.56179 -4.54827 -0.3258 -0.6783 0.3297
H -0.80859 0.23494 -4.08744 -0.2720 -0.3241 -0.8114
H -0.95993 -1.52195 -4.45291 -0.2534 0.5842 -0.3519
H -1.55078 -0.27453 -5.70491 0.3983 -0.1081 0.5947
H -1.65487 -0.61486 -1.95445 -0.6048 -0.3752 -0.2703
H -0.94577 -2.42093 -0.80531 -1.0312 0.3174 0.5025
H -2.07109 -3.44396 -1.69763 -0.5413 0.5027 0.4783
O -4.96043 -0.50050 7.85223 0.0503 -0.0958 -0.1065
C -4.77752 -0.87844 6.74434 0.1375 0.3780 0.7236
O -4.12574 -0.16448 5.78959 -0.2546 -0.4081 0.0613
C -3.99627 -1.01260 4.64897 0.3176 0.5818 -0.6515
C -5.11554 -1.98946 4.85252 0.1068 -0.4499 0.1569
F -4.79918 -3.21586 4.35171 -0.1481 -0.0539 -0.0051
O -5.20038 -2.08126 6.26286 -0.1329 0.3647 -0.3991
H -3.01367 -1.49122 4.66234 -0.1557 -0.1100 0.0915
H -4.09915 -0.45073 3.72061 0.0135 0.1122 0.1994
H -6.07686 -1.66571 4.44710 0.0291 -0.2073 -0.0722
O 0.65624 -0.68487 -2.39696 0.1160 0.0668 0.0458
C 1.19871 0.36266 -2.26272 -0.0422 -0.5450 -0.1626
O 2.38638 0.68758 -2.83242 -0.3614 0.0639 0.2884
C 2.62546 2.06554 -2.54320 0.6482 0.1264 -0.3392
C 1.79065 2.27731 -1.31499 -0.3726 0.5932 0.0413
F 1.30735 3.54165 -1.26104 -0.0251 -0.0448 0.1307
O 0.70839 1.38491 -1.51145 0.4925 -0.2340 0.0112
H 2.29240 2.67759 -3.38442 -0.1418 0.0577 0.1653
H 3.68360 2.25363 -2.36877 -0.0234 -0.2467 -0.0388
H 2.29884 2.03736 -0.37786 -0.0947 0.1422 0.0326
O 3.58088 6.35948 0.58712 -0.2849 -0.1592 0.2487
C 2.97042 5.84871 1.46989 0.3717 0.1497 -0.3535
O 2.62885 4.53586 1.49750 -0.0220 0.3851 0.1572
C 2.03018 4.28995 2.77195 -0.1909 -0.7994 -0.0035
C 1.55882 5.65758 3.16882 0.1084 0.2190 0.6356
F 1.60271 5.82428 4.51149 -0.0674 0.0853 -0.0825
O 2.52319 6.50580 2.56913 -0.2877 -0.3436 -0.4225
H 2.78248 3.89081 3.45584 -0.0449 0.2214 0.0923
H 1.21413 3.57336 2.69088 0.0760 0.0396 -0.2292
H 0.56365 5.91707 2.79988 0.0183 0.0628 0.1410
O 9.35922 6.86770 0.03064 -0.0899 0.0272 -0.1086
C 8.30018 6.82687 -0.50090 0.5457 0.2558 0.5297
O 7.12063 7.07577 0.12327 0.2131 -0.1869 -0.3910
C 6.10219 7.05793 -0.87945 -0.7635 0.0124 0.3523
C 6.73294 6.22119 -1.95214 0.1407 0.4043 -0.4694
F 6.32427 6.60772 -3.18913 0.0361 -0.1691 -0.0303
O 8.11164 6.51511 -1.81390 -0.3407 -0.3329 0.2806
H 5.90140 8.07927 -1.21220 0.1268 -0.0912 -0.1977
H 5.17812 6.62461 -0.49446 0.4613 0.1408 0.0256
H 6.57601 5.14556 -1.83542 -0.0148 0.0275 -0.1829
O 0.37667 -3.00154 1.33542 0.0379 -0.0460 0.0413
C -0.25267 -3.52819 2.19357 0.3353 0.1334 -0.4750
O -0.68251 -4.81413 2.14178 0.0131 0.3653 0.1715
C -1.28085 -5.10749 3.40453 -0.2381 -0.7333 -0.0488
C -1.65554 -3.74198 3.89911 0.1144 0.1323 0.4858
F -1.58576 -3.66814 5.25179 -0.0664 0.1366 -0.0469
O -0.64296 -2.91813 3.34317 -0.3213 -0.2783 -0.3040
H -0.54850 -5.59838 4.04958 -0.0273 0.2000 0.1007
H -2.14300 -5.76225 3.28854 0.0725 0.0608 -0.2260
H -2.63538 -3.39503 3.56358 0.0815 -0.0287 0.1318
O -2.21534 -5.61690 -3.68806 0.2417 -0.0476 0.0381
C -1.12207 -5.96373 -3.38620 -0.9252 0.0315 -0.3033
O -0.84717 -7.09031 -2.67840 0.2542 0.3403 -0.1116
C 0.57331 -7.22216 -2.64087 0.0772 -0.6161 0.3912
C 1.02946 -5.80907 -2.86462 0.3882 0.1425 -0.4473
F 2.20960 -5.77022 -3.53321 -0.0214 0.1074 0.0683
O 0.01357 -5.28000 -3.69816 0.0079 -0.1755 0.5679
H 0.89771 -7.89545 -3.43768 0.0915 0.2025 -0.0666
H 0.90495 -7.62311 -1.68420 -0.2323 0.0282 0.0142
H 1.10487 -5.20947 -1.95364 0.1389 0.0405 -0.0931